(1)
Entry from the OMol25 dataset: a molecular structure, C51H42N6O3RuS3 in a non-equilibrium geometry (the ωB97M-V functional and the def2-TZVPD basis).

Geometry as XYZ:
```
106
Properties=species:S:1:pos:R:3:forces:R:3
Ru 0.036721 0.214730 -0.141521 0.081 -0.039 -0.383
S 0.788380 2.307383 2.106809 -1.016 -0.796 -0.307
S 2.902579 -0.128399 -1.356809 -1.272 -0.435 0.125
S 3.307712 1.934781 0.684267 -0.718 -0.653 -0.075
O 0.405169 -1.259768 1.084326 -0.234 -1.582 1.024
O 1.571195 -3.076795 2.973551 -0.010 -0.061 0.035
O -0.848953 1.342841 -1.589314 -0.897 0.615 -1.127
N 2.380715 2.032516 1.926766 0.330 0.360 -0.063
N 1.474585 -0.505295 -1.442879 1.420 0.447 -0.445
N -0.228802 1.507556 1.381453 0.697 1.524 1.117
N 3.457028 0.517848 0.054682 0.399 0.670 -0.226
N -1.640895 -0.992091 -0.909449 0.803 0.086 0.775
N -2.329112 -0.386248 -1.914250 -0.740 -0.041 -0.863
C 1.145401 6.352428 2.130553 0.077 0.019 0.043
C 3.937806 -1.576661 -1.476519 0.214 0.082 0.033
C -3.657502 3.100580 -5.299789 0.049 0.030 -0.042
C -1.716925 -2.262128 -0.730806 -0.366 0.260 -0.340
C 0.178775 -4.718707 2.145522 0.038 0.122 0.004
C -1.020806 -3.029449 0.275083 0.488 -0.049 0.478
C 3.253837 -2.782051 -1.507732 -0.197 0.182 0.049
C 3.770374 5.267346 -1.534751 0.006 0.071 -0.084
C -4.401821 2.122770 -4.654935 -0.045 -0.001 -0.017
C 5.322159 -1.527305 -1.574679 -0.009 0.036 0.066
C 7.221935 1.799419 1.537292 0.208 0.110 0.127
C 5.352274 -3.923966 -1.757612 -0.095 -0.008 0.025
C 4.084876 2.366197 -4.955249 -0.102 -0.044 0.022
C 3.969028 -3.959768 -1.644740 0.176 -0.089 -0.023
C 0.589640 -3.397649 2.079070 -0.129 0.142 -0.222
C 1.713392 2.468489 4.717017 -0.004 -0.048 -0.011
C 0.675060 2.101875 3.871694 0.280 0.135 -0.055
C 4.692550 1.448245 -2.819086 -0.062 0.041 0.120
C 4.885011 2.273183 1.382878 0.509 0.073 0.061
C -1.386203 -4.380246 0.377432 -0.122 -0.003 -0.137
C -0.005322 -2.510551 1.135020 0.064 -0.450 0.161
C 5.969927 1.473751 1.046961 -0.405 -0.087 -0.105
C 2.986209 3.276561 -0.458469 0.307 0.245 0.191
C -0.865591 5.765518 0.938428 0.026 0.152 0.029
C 5.033264 3.377049 2.217240 -0.267 -0.105 -0.051
C 0.317490 1.890825 6.584064 -0.055 -0.042 -0.001
C 6.026464 -2.710569 -1.716663 0.072 0.065 0.001
C 0.011185 6.728666 1.422536 -0.081 -0.067 -0.064
C 1.696666 3.518656 -0.913392 0.109 -0.463 -0.062
C -2.506511 1.576772 -3.281131 -0.046 0.136 -0.110
C 0.526406 4.060698 1.860928 0.215 0.084 0.064
C 7.386939 2.913789 2.350078 -0.112 -0.112 -0.069
C -0.802510 -5.215057 1.298148 -0.058 -0.073 -0.042
C 2.792446 1.878502 -4.806670 0.117 0.101 -0.131
C 4.027471 4.148559 -0.764533 0.110 -0.219 0.044
C -1.870749 0.800207 -2.197136 0.260 -0.339 0.422
C 5.028663 2.158930 -3.957792 0.126 0.056 0.055
C 2.479726 5.529677 -1.975307 0.023 -0.068 0.069
C 1.407999 5.011262 2.355861 -0.016 -0.051 -0.021
C -0.699094 1.500261 5.722545 0.049 0.030 0.109
C 2.448578 1.154542 -3.677442 -0.138 -0.124 0.200
C 3.405144 0.940250 -2.696189 0.298 0.018 -0.011
C 6.288190 3.691979 2.699796 0.111 0.050 0.043
C 1.451846 4.647675 -1.673581 -0.061 0.077 -0.127
C -1.758091 2.553387 -3.937304 -0.047 -0.064 0.068
C 2.168189 -1.795784 3.113119 -0.040 0.052 -0.065
C -0.525844 1.608047 4.352219 -0.063 0.001 -0.191
C -0.611782 4.422109 1.157432 -0.025 -0.213 0.052
C -2.331782 3.311313 -4.944675 -0.005 -0.004 -0.024
C -3.830697 1.358765 -3.649992 0.056 -0.012 0.027
C 1.524472 2.363383 6.085011 0.039 0.042 -0.034
H 0.897984 2.818179 -0.716825 -0.183 0.013 0.004
H 1.446557 -1.025448 3.384691 -0.077 -0.012 -0.016
H 5.027745 3.951363 -0.403020 -0.008 0.078 -0.086
H 2.280479 4.704204 2.916893 -0.035 0.060 0.023
H 5.417526 1.304704 -2.027717 0.008 0.088 -0.063
H -2.368871 -2.823259 -1.401544 -0.053 0.054 0.011
H -1.750639 6.061441 0.391071 -0.002 -0.005 0.005
H 1.820809 7.105317 2.515065 -0.002 -0.002 -0.007
H 5.803812 0.592064 0.441722 0.078 0.043 -0.007
H 3.446480 -4.906121 -1.669846 -0.023 0.012 0.008
H -1.746630 4.065356 -5.456353 -0.009 -0.006 -0.003
H 8.369635 3.169752 2.721811 0.000 -0.007 0.016
H 2.886931 -1.914472 3.923433 -0.025 -0.014 -0.024
H 2.692330 -1.484582 2.209610 -0.013 -0.006 -0.070
H 2.318603 2.649683 6.761449 0.003 -0.026 0.003
H -2.157068 -4.758392 -0.283604 0.013 0.007 -0.006
H 0.645801 -5.356112 2.885565 0.032 0.030 -0.006
H 5.849927 -0.584396 -1.544804 0.026 -0.102 -0.013
H 4.585014 5.931197 -1.791954 -0.031 0.034 0.038
H 4.166927 3.972100 2.473192 0.085 0.033 -0.009
H 1.455031 0.745697 -3.534364 0.005 0.003 -0.031
H 6.031482 2.552792 -4.064080 -0.020 -0.006 -0.022
H 2.658003 2.793990 4.302224 0.005 0.028 0.080
H 2.275145 6.422690 -2.550624 0.008 -0.027 -0.042
H 6.415683 4.546542 3.350230 -0.016 0.009 -0.010
H -1.292525 1.305644 3.649954 -0.013 0.010 0.033
H 8.073396 1.180089 1.290308 -0.014 -0.014 -0.007
H 0.447541 4.831215 -2.033129 0.000 -0.011 0.028
H 2.173915 -2.771264 -1.425575 0.015 -0.041 -0.010
H -1.271437 3.646046 0.787852 0.006 0.011 -0.019
H 2.056953 2.047382 -5.582211 -0.013 -0.012 0.023
H -0.195080 7.777349 1.254227 0.009 0.001 -0.001
H 4.361641 2.904938 -5.851810 -0.022 0.024 0.012
H 5.910108 -4.843142 -1.876629 -0.010 -0.006 0.008
H -0.722595 2.696528 -3.653435 -0.022 0.044 0.034
H -4.398692 0.594967 -3.136662 0.002 -0.005 -0.013
H -5.433146 1.957794 -4.938255 -0.001 -0.005 0.017
H -1.105450 -6.250892 1.362232 0.011 0.001 0.030
H 7.104900 -2.682588 -1.799054 -0.006 -0.017 -0.004
H 0.173558 1.815984 7.653760 -0.001 -0.012 -0.005
H -1.628056 1.114895 6.119505 -0.004 -0.010 -0.016
H -4.105216 3.697285 -6.084003 -0.021 -0.016 0.005
```
Positions in Å, forces in eV/Å.

Calculated values
Net charge: +1
Multiplicity: 6
Calculated total energy in eV: -103724.1201
Max |F| in eV Å⁻¹: 2.0

(2)
Entry from the OMol25 dataset: 2 unconnected molecules or ions with the total composition C5H10N in a non-equilibrium geometry (the ωB97M-V functional and the def2-TZVPD basis).

Geometry as XYZ:
```
16
Properties=species:S:1:pos:R:3:forces:R:3
N 1.304223 0.150963 -0.331963 -1.046 -0.188 0.721
C -1.968596 -0.731804 -0.435645 1.945 -6.116 4.934
C 2.011460 1.149887 -0.142093 -0.445 5.295 -3.938
C -2.316638 0.175094 0.761430 -2.685 -1.359 -4.251
C 1.719014 -1.066448 0.303182 -0.130 -1.744 -1.044
C -2.161104 0.512761 -0.720869 -2.000 9.370 -1.258
H -1.608876 0.595713 1.348991 2.456 1.512 1.742
H -3.324936 0.217743 1.268013 0.928 -0.781 -0.731
H 1.876748 2.094624 -0.831384 -0.295 -1.734 1.741
H -1.907002 -1.740211 -0.579428 -0.613 -2.185 -0.804
H 2.758097 -1.109951 0.743445 -1.270 0.525 -0.712
H 0.353805 0.131555 -0.819691 1.564 0.226 0.405
H 0.941917 -1.256680 1.015564 -0.169 -0.882 0.505
H -2.162941 1.348164 -1.414755 0.191 -0.352 0.334
H 1.617118 -1.683734 -0.615443 0.391 -0.947 1.248
H 2.867704 1.212330 0.450653 1.177 -0.639 1.108
```
Positions in Å, forces in eV/Å.

Calculated values
Net charge: +1
Multiplicity: 3
Calculated total energy in eV: -6821.5447
Max |F| in eV Å⁻¹: 9.7